Entry 1:
This record from the Open Molecules 2025 dataset describes a cluster of 2 separate species, C34H32N2O4S in total in a non-equilibrium geometry. The level of theory is the ωB97M-V functional and the def2-TZVPD basis.

Computed properties:
E	-57778.1156	eV
frontier orbital gap	3.7	eV

Positions of all 73 atoms, in Å:
C 5.3314 0.1483 3.5757
C 4.5559 0.4457 4.7014
C 3.2534 0.9300 4.5544
C 2.7285 1.1326 3.2705
S 1.1484 1.9717 2.9791
C 0.0456 0.7766 2.4099
C -1.3284 0.7529 2.7639
C -2.0499 -0.4860 2.7949
C -3.3849 -0.5311 3.1933
C -4.0636 0.6542 3.5127
C -3.3897 1.8912 3.4412
C -2.0482 1.9486 3.1004
O 0.8173 2.4269 4.3125
O 1.4155 2.9155 1.9031
C 3.4963 0.8099 2.1547
C 4.7837 0.2967 2.2951
H 6.3620 -0.1928 3.6889
H 4.9738 0.3046 5.7012
H 2.6633 1.1665 5.4347
H 0.5263 0.0478 1.7634
H -1.4914 -1.3982 2.5529
H -3.8998 -1.4968 3.2689
H -5.1130 0.6327 3.8081
H -3.9022 2.8261 3.6677
H -1.5134 2.9000 3.0969
H 3.0739 0.9809 1.1687
H 5.3591 0.0341 1.4056
C -6.9807 -0.0463 -0.4602
O -5.5809 0.3287 -0.3873
C -4.6585 -0.6392 -0.6323
C -3.2946 -0.2432 -0.5950
C -2.3314 -1.2119 -0.7291
C -2.6983 -2.5590 -0.9978
C -4.0243 -2.9683 -1.0486
C -5.0142 -1.9998 -0.8509
N -1.5227 -3.2695 -1.2580
C -1.4202 -4.6631 -1.6333
C -0.4413 -2.4422 -1.1353
C -0.8815 -1.1309 -0.8246
C -0.1467 0.0641 -0.7871
C 1.2264 0.1133 -1.1443
C 2.1780 -0.7858 -0.6454
N 3.3659 -0.6036 -1.2883
C 4.5524 -1.4047 -1.0761
C 3.2605 0.4459 -2.1938
C 1.9219 0.9204 -2.1663
C 1.5308 1.8464 -3.1259
C 2.4749 2.2329 -4.1192
O 2.2015 3.0325 -5.1827
C 0.8804 3.5232 -5.4606
C 3.8269 1.7864 -4.0694
C 4.2291 0.9128 -3.0771
H -7.5101 0.8958 -0.3355
H -7.2293 -0.4934 -1.4314
H -7.2383 -0.7421 0.3480
H -3.0203 0.7909 -0.4182
H -4.2969 -4.0063 -1.2298
H -6.0713 -2.2718 -0.8897
H -2.3971 -5.1407 -1.5676
H -1.0441 -4.7596 -2.6588
H -0.7106 -5.1711 -0.9706
H 0.5730 -2.7887 -1.3268
H -0.6882 0.9837 -0.5715
H 2.0632 -1.5465 0.1242
H 5.3308 -1.0815 -1.7779
H 4.9155 -1.2914 -0.0438
H 4.3112 -2.4657 -1.2411
H 0.5283 2.2700 -3.1237
H 1.0424 4.1847 -6.3125
H 0.2055 2.7057 -5.7435
H 0.4707 4.0861 -4.6131
H 4.4984 2.1254 -4.8606
H 5.2642 0.5889 -2.9873

In the Mulliken picture, each atom carries the following charge in e: -0.613, -0.500, -0.278, -0.095, 1.146, -1.169, 1.116, -0.303, -0.662, -0.437, -0.683, -0.415, -0.700, -0.640, -0.102, -0.678, 0.373, 0.356, 0.451, 0.421, 0.380, 0.368, 0.391, 0.370, 0.400, 0.452, 0.416, -0.964, -0.432, 0.257, 0.036, 0.570, 0.051, -1.396, -0.598, 0.152, -0.993, -0.782, 1.561, -0.124, -0.456, -1.519, 0.380, -0.930, 0.166, 0.203, 0.307, 0.542, -0.461, -0.762, -0.797, -1.203, 0.269, 0.383, 0.358, 0.442, 0.224, 0.403, 0.326, 0.333, 0.332, 0.750, 0.479, 0.684, 0.265, 0.251, 0.317, 0.439, 0.247, 0.318, 0.297, 0.426, 0.284

=====

Entry 2:
This record from the Open Molecules 2025 dataset describes a cluster of 3 separate species, C34H33BNO9P in total in a non-equilibrium geometry. The level of theory is the ωB97M-V functional and the def2-TZVPD basis.

Computed properties:
SMILES	CCN[C@](COC)(B(C)O)P(=O)(O)O.O=C1c2ccccc2C(=O)c2ccccc21.O=C1c2ccccc2C(=O)c2ccccc21
E	-65680.6424	eV
frontier orbital gap	7.8	eV

Positions of all 79 atoms, in Å:
C -0.3955 4.2793 0.8136
C -1.5891 4.2489 1.7682
N -2.4916 5.3814 1.5634
C -3.7460 5.1393 0.8417
C -4.4076 6.5346 0.5499
O -3.5280 7.4981 0.0582
C -3.1215 8.4649 0.9946
B -4.8480 4.3502 1.7246
C -4.6409 3.9959 3.2338
O -6.0298 3.9448 1.1685
P -3.4788 4.3701 -0.7955
O -2.5975 5.1234 -1.6882
O -2.9912 2.8687 -0.6013
O -4.9338 4.1638 -1.4574
H 0.1870 3.3655 0.9287
H -0.7147 4.4145 -0.2162
H 0.2416 5.1218 1.0827
H -2.0944 3.2806 1.6946
H -1.1939 4.3224 2.7837
H -2.7243 5.8123 2.4472
H -5.1791 6.4016 -0.2153
H -4.9074 6.8869 1.4609
H -2.4198 8.0545 1.7255
H -2.6144 9.2655 0.4616
H -3.9728 8.9042 1.5267
H -5.1127 3.0290 3.4246
H -5.1641 4.7101 3.8753
H -3.6036 3.9378 3.5547
H -6.2743 4.4287 0.3774
H -3.6690 2.2907 -0.2277
H -5.1444 4.9590 -1.9613
O -0.4868 -1.6835 -6.5148
C -0.3616 -1.2358 -5.3943
C 0.4612 -1.9475 -4.3734
C 1.1069 -3.1258 -4.7280
C 1.8984 -3.7853 -3.8037
C 2.0507 -3.2685 -2.5213
C 1.3999 -2.1023 -2.1588
C 0.5989 -1.4398 -3.0804
C -0.1087 -0.1946 -2.6627
O -0.0316 0.2105 -1.5215
C -0.9100 0.5286 -3.6887
C -1.5496 1.7104 -3.3370
C -2.2784 2.4112 -4.2821
C -2.3728 1.9324 -5.5845
C -1.7472 0.7490 -5.9395
C -1.0165 0.0405 -4.9944
H 0.9848 -3.5150 -5.7292
H 2.4023 -4.7017 -4.0812
H 2.6797 -3.7782 -1.8026
H 1.5091 -1.6953 -1.1627
H -1.4691 2.0876 -2.3284
H -2.7654 3.3359 -3.9996
H -2.9357 2.4857 -6.3248
H -1.8173 0.3680 -6.9489
O 4.7148 -4.8090 5.1658
C 4.6189 -5.3245 4.0725
C 5.6034 -6.3465 3.6147
C 6.6303 -6.7244 4.4703
C 7.5365 -7.6930 4.0752
C 7.4212 -8.2898 2.8242
C 6.4076 -7.9082 1.9625
C 5.4980 -6.9332 2.3518
C 4.4239 -6.5245 1.4028
O 4.3618 -6.9952 0.2866
C 3.4265 -5.5199 1.8693
C 2.3950 -5.1486 1.0169
C 1.4448 -4.2338 1.4369
C 1.5200 -3.6869 2.7138
C 2.5506 -4.0467 3.5648
C 3.5093 -4.9608 3.1457
H 6.7087 -6.2571 5.4420
H 8.3342 -7.9881 4.7440
H 8.1256 -9.0533 2.5217
H 6.3123 -8.3618 0.9859
H 2.3402 -5.5815 0.0274
H 0.6419 -3.9466 0.7702
H 0.7728 -2.9770 3.0429
H 2.6200 -3.6244 4.5576

In the Mulliken picture, each atom carries the following charge in e: -1.267, -0.526, -0.377, 0.781, -1.326, -0.314, -0.693, 0.431, -1.002, -0.596, 0.770, -0.797, -0.472, -0.588, 0.382, 0.222, 0.394, 0.289, 0.546, 0.379, 0.343, 0.578, 0.234, 0.275, 0.320, 0.283, 0.334, 0.382, 0.334, 0.290, 0.412, -0.670, 0.647, 0.189, -0.584, -0.681, -0.391, -0.818, 0.200, 0.473, -0.685, 0.052, -0.665, -0.299, -0.687, -0.589, 0.321, 0.479, 0.418, 0.610, 0.569, 0.751, 0.460, 0.399, 0.479, -0.656, 0.584, 0.159, -0.563, -0.467, -0.480, -0.549, 0.242, 0.529, -0.659, 0.286, -0.695, -0.472, -0.595, -0.617, 0.231, 0.474, 0.399, 0.398, 0.472, 0.596, 0.493, 0.411, 0.485